A single C16H7Cl2N3O3 molecule. Source: OMol25; level of theory: ωB97M-V/def2-TZVPD.

Each line ends with the natural charge from an NBO analysis.
Element x y z (Å)
N1 1.32735 3.99095 -0.13633  -0.29
C1 0.95966 2.93018 0.19767  0.29
C2 0.55045 1.56164 0.54303  -0.23
C3 1.50114 1.10816 1.59368  -0.46
C4 2.87925 1.23180 1.34600  0.29
N2 4.03941 1.33702 1.18277  -0.38
C5 1.12753 0.34267 2.76746  0.45
O1 1.96316 -0.35864 3.34064  -0.59
C6 -0.29840 0.44614 3.19203  -0.02
Cl1 -0.70633 -0.36244 4.63304  0.11
C7 -1.22440 1.10921 2.43534  -0.21
Cl2 -2.83779 1.28597 2.96234  0.07
C8 -0.88715 1.77046 1.14822  0.58
O2 -1.65295 2.54831 0.60086  -0.51
O3 -0.01527 -4.27993 -0.62210  -0.64
C9 -0.29768 -3.01098 -1.02053  0.34
C10 0.41383 -1.87382 -0.53922  -0.26
C11 -0.03874 -0.61670 -0.89010  0.00
C12 -1.02365 -0.53024 -1.88364  0.12
N3 -1.00460 0.77174 -2.39865  -0.43
C13 -0.08821 1.52980 -1.82946  0.27
C14 0.61400 0.76798 -0.74639  -0.31
C15 -1.71510 -1.62070 -2.38694  -0.21
C16 -1.37158 -2.88008 -1.92866  -0.24
H1 0.72251 -4.25262 0.00676  0.49
H2 1.32021 -2.00190 0.06015  0.25
H3 -1.60621 1.07626 -3.15557  0.44
H4 0.10261 2.55714 -2.13485  0.27
H5 1.68339 0.66348 -0.99780  0.32
H6 -2.52188 -1.46853 -3.10476  0.23
H7 -1.91452 -3.77232 -2.23497  0.25

Force components x, y, z for each atom (eV/Å):
-0.888 -2.443 0.736
1.027 2.924 -1.072
-0.170 1.419 2.333
-0.299 -1.087 1.049
2.276 -0.051 -0.289
-2.205 -0.171 0.054
1.781 0.154 -1.809
-1.014 0.268 0.640
-0.906 0.201 -0.686
0.000 0.184 -0.104
0.890 -0.533 0.397
-0.280 0.035 -0.057
-0.404 0.623 -0.189
0.618 -1.177 0.121
0.410 0.641 0.039
-0.197 0.446 0.076
-0.278 -0.823 0.240
0.432 0.236 -0.825
0.185 -0.634 0.536
0.879 1.488 0.471
-0.889 -1.004 -0.765
-0.567 -1.200 -1.745
-0.266 0.221 -0.111
0.341 0.145 0.560
-0.194 -0.148 -0.110
-0.428 0.053 0.072
0.035 0.106 0.114
-0.218 -0.210 0.178
-0.140 0.283 0.057
0.267 -0.176 0.067
0.203 0.231 0.021

Computed properties:
Highest occupied orbital energy, Ha: -0.2741



A molecular structure, C16H84B5CrO16. Source: OMol25; level of theory: ωB97M-V/def2-TZVPD.

Each line ends with the Löwdin charge.
Element x y z (Å)
Cr1 -2.03146 0.74166 -0.52128  0.72
B1 0.28208 4.62494 1.08174  -0.39
H1 0.34905 4.16444 0.10825  -0.06
H2 0.27938 5.69876 0.97619  -0.07
H3 -0.67533 4.39037 1.52060  -0.08
H4 1.12198 4.30824 1.68050  -0.08
B2 -1.95385 2.88371 -0.10916  -0.40
H5 -1.65330 3.53876 -0.91216  0.00
H6 -1.13043 2.19446 -0.00351  0.00
H7 -2.20768 3.47350 0.75799  0.00
H8 -2.86961 2.38209 -0.38121  0.00
B3 -0.51209 -0.74287 -0.18350  -0.42
H9 -0.14178 0.26305 -0.30687  0.00
H10 0.37341 -1.33892 -0.34119  0.00
H11 -0.89453 -0.98880 0.79502  -0.01
H12 -1.25528 -0.92831 -0.94345  -0.03
B4 -3.93816 -0.23675 -0.65137  -0.38
H13 -3.27632 -0.31397 -1.50004  -0.03
H14 -3.48407 -0.88074 0.08574  0.00
H15 -3.95610 0.79907 -0.34973  -0.01
H16 -4.93096 -0.62532 -0.81752  0.01
B5 -1.57654 1.30892 -2.62194  -0.40
H17 -1.44039 1.45752 -3.68195  0.00
H18 -0.80478 1.82415 -2.07134  -0.01
H19 -2.55630 1.54703 -2.23772  -0.01
H20 -1.41413 0.27196 -2.37179  -0.03
C1 -1.28161 -3.84924 -2.47152  -0.22
O1 -1.28252 -4.51920 -1.30014  -0.09
H21 -2.01898 -3.04751 -2.51165  0.08
H22 -0.34339 -3.32760 -2.66056  0.08
H23 -1.45233 -4.51750 -3.31555  0.08
H24 -0.63962 -5.20741 -1.48627  0.08
C2 0.32419 4.83238 -2.44896  -0.17
O2 -0.52097 5.70420 -1.68024  -0.12
H25 1.35822 5.16161 -2.55143  0.07
H26 0.48159 3.78769 -2.18075  0.06
H27 -0.10220 4.82038 -3.45202  0.07
H28 -0.45635 6.56364 -2.10308  0.06
C3 3.86530 3.67838 2.02151  -0.21
O3 3.35368 3.63124 0.71619  -0.11
H29 3.85874 2.74679 2.58737  0.04
H30 4.88021 4.07550 2.00277  0.06
H31 3.34735 4.37340 2.68240  0.07
H32 2.45426 3.94305 0.84033  -0.01
C4 3.40731 3.41201 -3.97516  -0.18
O4 3.03909 2.56575 -2.89033  -0.11
H33 4.18499 4.13420 -3.72667  0.07
H34 3.86355 2.78838 -4.74395  0.07
H35 2.52155 3.92228 -4.35352  0.06
H36 2.52738 1.89389 -3.34679  0.03
C5 3.52555 -1.86480 0.67215  -0.17
O5 2.74584 -0.78958 1.07635  -0.12
H37 4.43086 -1.84392 1.27884  0.06
H38 2.91421 -2.75707 0.80712  0.07
H39 3.83270 -1.75135 -0.36751  0.08
H40 2.01460 -0.57347 0.49311  0.06
C6 -5.72357 -4.04238 -2.42443  -0.19
O6 -5.04425 -4.68004 -1.39058  -0.10
H41 -5.22865 -4.01000 -3.39505  0.08
H42 -6.52393 -4.69304 -2.77677  0.06
H43 -6.14395 -3.08488 -2.11689  0.08
H44 -4.11409 -4.46279 -1.48660  0.06
C7 3.26132 -2.26599 4.57263  -0.13
O7 2.24618 -3.25904 4.69944  -0.16
H45 3.98563 -2.45214 5.36561  0.08
H46 3.72477 -2.35946 3.59050  0.07
H47 2.64783 -1.37859 4.72839  0.07
H48 1.88423 -3.31777 3.81223  0.00
C8 -3.13729 -2.46739 3.77847  -0.11
O8 -4.07309 -1.80873 4.66287  -0.13
H49 -3.09752 -3.50097 4.12232  0.07
H50 -3.44871 -2.58906 2.74102  0.09
H51 -2.10834 -2.11843 3.86562  0.07
H52 -3.80808 -2.01248 5.56279  0.08
C9 2.54546 1.42543 4.42329  -0.18
O9 3.64867 1.36436 5.27435  -0.14
H53 2.42065 2.46874 4.13344  0.08
H54 2.63496 0.68959 3.62415  0.06
H55 1.79823 0.89433 5.01292  0.08
H56 4.48071 1.31086 4.79850  0.07
C10 0.17894 -4.07645 2.17183  -0.13
O10 0.53825 -2.83243 2.74633  -0.13
H57 0.69214 -3.99290 1.21384  0.07
H58 0.49822 -4.95938 2.72553  0.08
H59 -0.85081 -4.31189 1.90298  0.08
H60 0.66833 -2.22444 2.01487  0.06
C11 6.57048 -0.11183 0.86483  -0.14
O11 5.45062 0.62447 0.26287  -0.11
H61 7.44145 0.54100 0.92241  0.07
H62 6.28453 -0.47100 1.85343  0.06
H63 6.88308 -1.01638 0.34313  0.06
H64 4.61580 0.21863 0.50780  0.02
C12 -4.97136 1.83583 4.57494  -0.14
O12 -4.07797 0.98006 3.85229  -0.11
H65 -4.40396 2.62343 5.07077  0.07
H66 -5.64083 2.41689 3.94068  0.07
H67 -5.66076 1.44614 5.32391  0.07
H68 -4.15840 0.13336 4.29753  0.04
C13 -4.36193 -0.57148 -4.37143  -0.12
O13 -5.36790 -0.79718 -3.34231  -0.16
H69 -3.56808 -1.31450 -4.29510  0.07
H70 -4.74728 -0.69449 -5.38359  0.06
H71 -3.99958 0.44129 -4.19507  0.08
H72 -4.92233 -0.77658 -2.49223  -0.02
C14 3.78336 -4.13844 -3.22350  -0.16
O14 5.18802 -3.90655 -3.39105  -0.13
H73 3.57306 -5.05917 -2.67932  0.07
H74 3.35782 -3.31389 -2.65154  0.07
H75 3.26100 -4.14499 -4.18016  0.08
H76 5.57807 -3.81463 -2.51868  0.07
C15 0.60185 0.63251 -5.80332  -0.17
O15 1.19310 1.20785 -4.68138  -0.12
H77 0.50411 -0.42432 -5.55498  0.08
H78 -0.41960 0.98286 -5.95162  0.07
H79 1.08805 0.77646 -6.76819  0.07
H80 0.52032 1.44308 -4.03823  0.05
C16 -1.09614 0.95674 2.57991  -0.06
O16 -2.22938 0.68815 1.69243  -0.19
H81 -1.20497 0.17104 3.32753  0.07
H82 -0.11831 0.83471 2.11401  0.09
H83 -1.03010 1.87152 3.16890  0.10
H84 -3.00444 0.67375 2.25871  0.07

Force components x, y, z for each atom (eV/Å):
-0.464 2.396 0.259
0.103 0.043 0.081
0.363 -1.785 -3.606
0.345 4.421 -0.486
-3.222 -1.114 2.071
3.369 -1.321 2.918
0.112 2.521 0.285
0.679 2.091 -2.733
3.745 -3.239 0.817
-0.980 1.380 3.170
-3.863 -3.042 -1.279
0.966 -1.028 1.025
1.566 3.793 0.058
3.134 -2.546 -1.179
-1.299 -0.713 3.471
-2.613 -1.246 -2.762
-0.967 -0.696 0.616
2.135 -0.590 -3.663
1.545 -2.257 3.086
-0.913 3.547 1.334
-3.430 -1.186 -0.890
0.642 0.047 -0.255
0.047 0.463 -3.866
2.814 2.133 1.673
-3.750 1.433 0.775
0.687 -4.223 0.155
-0.031 2.073 -2.623
0.129 -1.482 1.883
-0.275 -0.150 0.303
0.325 0.086 -0.002
-0.206 -0.084 -0.330
-0.013 -0.365 0.813
0.048 0.469 -1.110
0.522 -0.838 -0.077
0.145 0.623 0.256
-0.978 0.275 1.030
0.066 -0.242 -0.472
0.079 0.002 0.003
0.555 0.661 0.260
0.813 -0.268 0.748
0.125 -0.516 -0.409
0.394 -0.258 -0.124
-0.521 0.247 -0.167
-1.284 0.150 -0.465
0.103 -0.508 0.089
0.480 0.592 -0.287
-0.228 0.046 0.619
-0.139 0.038 -0.500
0.088 0.184 -0.253
-0.229 -0.380 0.219
-0.510 -0.080 -0.481
0.128 1.338 1.079
-0.117 -0.406 0.140
0.548 -0.628 -0.067
0.060 -0.248 -0.244
-0.213 -0.157 -0.490
-1.325 -0.304 -1.079
0.708 -0.441 0.168
0.989 0.733 0.258
-0.698 -0.156 0.689
0.236 0.092 -0.289
0.170 0.036 0.325
-1.300 -0.543 0.511
0.781 -1.262 0.244
0.084 0.384 -0.055
0.191 0.504 0.028
1.200 0.848 -0.226
-0.715 0.087 0.011
0.249 -1.490 0.880
0.090 0.431 -0.823
0.147 -0.326 0.037
-0.377 0.992 0.150
-0.159 0.559 -0.222
0.103 -0.026 -0.052
-0.140 -1.151 0.074
1.716 -0.238 1.231
-0.948 -0.416 -0.302
0.277 0.609 -0.816
-0.906 1.048 0.089
-0.162 0.138 -0.259
0.628 -0.141 -1.724
-0.823 -0.333 0.841
-0.011 -1.160 -0.345
0.548 0.399 0.395
-0.525 0.920 0.373
-0.199 0.454 -0.135
-1.538 0.502 -0.172
2.084 -0.773 0.275
-0.257 0.167 0.053
0.141 0.282 0.331
-0.204 -0.030 -0.632
-0.252 0.048 0.216
0.178 1.645 -0.300
-1.238 0.338 0.887
0.315 -0.103 0.217
0.124 -0.318 -0.717
0.406 -1.036 0.010
0.258 -0.760 -0.164
-0.529 0.010 1.392
-0.075 -0.401 -1.977
0.333 0.135 0.211
-0.597 0.191 0.196
0.483 -0.105 -0.472
0.268 0.218 0.381
0.143 0.642 0.510
-0.407 -0.405 -0.395
0.063 -0.212 -0.094
-0.199 0.045 0.064
0.442 -0.113 -0.106
-0.059 0.067 0.031
-1.379 -0.913 0.337
1.176 0.909 -0.162
0.013 -0.427 -0.673
-0.155 0.217 0.085
0.700 0.180 0.391
-0.591 0.021 0.216
-0.203 -1.183 0.726
1.571 0.853 0.175
0.431 -0.232 0.225
-0.488 -0.039 -0.571
-0.827 0.589 -0.789
-0.571 0.286 -0.101

Computed properties:
⟨S²⟩: 3.783
2S+1: 4
Net charge: -2
Highest occupied orbital energy (alpha / beta), Ha: -0.0801 / -0.0807



A single C16H8N2O5 molecule. Source: OMol25; level of theory: ωB97M-V/def2-TZVPD.

Each line ends with the natural charge from an NBO analysis.
Element x y z (Å)
O1 5.84965 0.94134 0.77467  -0.60
C1 5.07129 0.79378 -0.19604  0.75
O2 5.55179 0.74089 -1.51951  -0.65
C2 3.71636 0.74976 -0.01531  0.08
C3 3.07562 0.63182 1.10958  -0.31
C4 1.77141 0.50716 1.08093  0.42
O3 1.15135 0.54079 2.16368  -0.61
C5 1.04818 0.27935 -0.12285  -0.20
C6 -0.40445 -0.12446 -0.19649  0.24
N1 -1.07888 0.07215 0.97696  -0.39
C7 -2.32245 -0.38949 0.94107  0.13
C8 -3.19351 -0.30285 2.24265  -0.15
C9 -4.48583 -0.56000 2.06076  -0.18
C10 -5.27764 -0.69973 0.67628  -0.13
C11 -4.37319 -0.86846 -0.42840  -0.22
C12 -3.01357 -0.42887 -0.34369  0.21
O4 -2.19734 -0.69225 -1.57317  -0.42
C13 -0.98374 -0.39128 -1.52735  0.36
C14 -0.18626 -0.50879 -2.60487  -0.41
C15 1.10437 0.09918 -2.79894  0.60
O5 1.71636 -0.13802 -3.64739  -0.44
C16 1.93162 0.00756 -1.14350  0.15
N2 3.17990 0.31542 -1.22437  -0.41
H1 6.62561 0.92627 -1.40050  0.50
H2 3.73129 0.78256 1.74707  0.24
H3 1.66461 0.75249 3.18366  0.51
H4 -2.71235 -0.04570 2.89274  0.16
H5 -5.15402 -0.55298 2.95460  0.21
H6 -6.11762 -1.00195 0.77036  0.16
H7 -4.93376 -0.93138 -1.50800  0.24
H8 -0.75480 -0.50429 -3.32463  0.19

Force components x, y, z for each atom (eV/Å):
-1.427 -0.481 -2.344
7.827 1.719 0.832
3.301 0.836 2.836
-2.410 -3.315 -7.069
-1.309 0.339 -4.377
-2.434 -0.636 -1.552
-2.062 0.982 9.330
-0.104 -1.674 1.298
1.082 3.058 3.438
3.376 -1.622 -3.179
-5.606 2.023 -0.495
-6.078 -5.282 -17.795
-4.408 0.235 -1.358
16.583 2.251 1.335
-3.480 2.267 -1.325
0.861 -3.537 1.003
-6.409 0.168 1.990
5.228 0.067 2.520
2.369 2.452 6.327
-6.050 -2.518 15.253
9.411 -0.932 -13.300
-2.683 2.862 -4.616
0.170 0.890 1.326
-4.094 -0.764 -0.258
4.757 1.294 7.792
-1.575 -0.912 -5.129
8.860 4.610 13.644
0.492 0.047 -0.764
-10.782 -3.387 0.493
1.893 -0.227 2.596
-5.298 -0.812 -8.450

Computed properties:
SMILES: O=C(O)c1cc(O)c2c3nc4ccccc4oc-3cc(=O)c2n1
Highest occupied orbital energy, Ha: -0.3008